51
Properties=species:S:1:pos:R:3:forces:R:3 method="wB97M-V/def2-TZVPD" e_homo_ev=-8.49 lumo_ev=0.12 smiles="CCCc1cc(=O)oc2cc(OCC(=O)NC[C@H](O)c3ccccc3)ccc12" molar_mass_g_mol=381.4 charge=0 gap_ev=8.61
C -4.512946 -2.643303 0.677630 0.20 -0.09 0.05
C -3.203001 -2.480640 1.437324 -0.14 0.07 -0.01
C -2.819443 -1.003288 1.615345 0.04 -0.16 -0.05
C -2.501147 -0.356156 0.303117 -0.49 0.38 -0.13
C -3.397414 0.449180 -0.310902 0.24 -0.32 0.32
C -3.151950 1.072641 -1.593152 -0.45 0.32 -0.18
O -3.910428 1.817096 -2.164846 0.29 -0.21 0.14
O -1.957595 0.780785 -2.200278 -0.05 0.13 -0.26
C -1.034846 -0.007905 -1.611527 0.60 -0.54 0.46
C 0.151761 -0.201377 -2.304243 -0.01 -0.03 -0.01
C 1.161846 -0.978970 -1.756113 -0.57 0.07 0.17
O 2.298621 -1.086102 -2.505092 -0.07 0.14 -0.16
C 3.426158 -1.703084 -1.924582 0.20 -0.28 0.15
C 3.952178 -0.950705 -0.696842 -0.21 0.08 -0.53
O 4.564281 -1.505800 0.193582 0.13 -0.28 0.27
N 3.703399 0.369931 -0.736399 -0.10 0.38 -0.18
C 3.964124 1.227444 0.394425 -0.15 -0.09 0.39
C 2.790350 1.245246 1.390120 0.37 0.44 -0.04
O 2.489189 -0.064510 1.827418 0.01 -0.27 0.13
C 1.503446 1.851657 0.860263 0.15 -0.15 0.06
C 0.360544 1.700479 1.638256 -0.01 0.05 0.01
C -0.845412 2.245379 1.241096 0.04 0.07 0.14
C -0.932091 2.946751 0.050256 -0.01 0.08 -0.06
C 0.196792 3.095059 -0.733784 -0.09 0.12 -0.07
C 1.408343 2.556321 -0.331013 0.05 -0.01 0.13
C 0.975829 -1.567214 -0.503229 0.31 -0.16 -0.20
C -0.204196 -1.376502 0.175532 -0.22 0.18 -0.25
C -1.240859 -0.602147 -0.353348 0.20 0.01 -0.40
H -4.763707 -3.696714 0.578937 -0.08 -0.07 -0.04
H -5.325113 -2.146339 1.203581 -0.13 0.06 0.03
H -4.436741 -2.214348 -0.318762 -0.07 0.01 -0.10
H -2.407890 -3.003433 0.902926 0.04 -0.05 0.08
H -3.300119 -2.934679 2.425686 0.09 -0.03 -0.01
H -3.655278 -0.478546 2.081236 0.04 0.05 0.04
H -1.957048 -0.928642 2.279481 0.01 0.08 0.07
H -4.354728 0.674760 0.132600 -0.07 0.03 0.04
H 0.287813 0.262090 -3.267330 0.02 0.09 -0.14
H 4.196341 -1.688611 -2.701784 -0.08 -0.03 0.14
H 3.233290 -2.746397 -1.650806 0.02 0.17 0.04
H 3.099547 0.720093 -1.465211 0.04 -0.17 0.03
H 4.192478 2.236815 0.049789 0.04 -0.05 0.04
H 4.844516 0.822054 0.903734 -0.09 0.18 -0.05
H 3.115866 1.853339 2.257052 -0.03 -0.09 -0.22
H 3.305937 -0.580138 1.866125 0.00 0.01 -0.01
H 0.433258 1.147655 2.561645 -0.02 -0.08 0.13
H -1.719512 2.128408 1.864485 -0.09 -0.02 0.05
H -1.871926 3.374057 -0.265637 -0.10 0.04 -0.05
H 0.137467 3.637274 -1.665542 -0.02 0.05 -0.10
H 2.274534 2.717665 -0.955294 0.12 0.01 -0.07
H 1.749373 -2.158649 -0.043085 0.11 -0.05 0.05
H -0.313881 -1.827979 1.147154 -0.03 -0.05 0.14